*A*
Below is a molecular structure, H26O13, with properties calculated with ωB97M-V/def2-TZVPD.

Geometry (Å):
O: 0.016 -0.193 0.191
H: 0.331 -0.706 -0.573
H: -0.285 0.653 -0.179
O: 1.100 -0.027 -2.730
H: 1.770 -0.740 -2.751
H: 0.261 -0.494 -2.601
O: 2.369 -0.478 1.810
H: 1.633 0.005 1.375
H: 3.127 0.109 1.721
O: -3.167 -0.462 1.750
H: -3.529 -0.645 2.622
H: -2.432 0.157 1.921
O: -0.263 -2.175 2.719
H: -0.236 -1.906 1.793
H: -0.137 -1.340 3.197
O: 3.309 -1.621 -1.874
H: 2.893 -2.047 -1.086
H: 4.118 -2.111 -2.042
O: -1.693 2.183 0.119
H: -2.211 1.448 -0.255
H: -1.081 2.410 -0.604
O: 2.159 -2.819 0.339
H: 2.004 -2.036 0.927
H: 2.367 -3.543 0.939
O: -3.064 -0.025 -1.067
H: -3.669 -0.383 -0.395
H: -3.597 0.137 -1.857
O: -0.623 0.629 2.904
H: -0.183 1.114 2.180
H: -0.958 1.327 3.480
O: -0.700 -0.964 -2.523
H: -0.779 -1.896 -2.756
H: -1.476 -0.764 -1.964
O: 0.983 2.580 1.356
H: 0.375 3.115 0.833
H: 1.866 2.794 1.031
O: -0.390 2.658 -2.417
H: -0.268 2.583 -3.371
H: 0.060 3.473 -2.162

Summary:
Kohn-Sham gap, eV: 9.14
LUMO, eV: 0.1

*B*
Below is 13 unconnected molecules or ions with the total composition H26O13, with properties calculated with ωB97M-V/def2-TZVPD.

Geometry (Å):
O: -0.608 -0.307 -2.791
H: -0.797 -0.695 -3.653
H: 0.205 0.214 -2.899
O: 1.175 -3.009 -0.860
H: 0.639 -3.807 -0.914
H: 0.543 -2.278 -0.912
O: 1.975 0.420 -2.254
H: 2.884 0.147 -2.099
H: 1.497 0.113 -1.455
O: -2.080 -2.537 -1.718
H: -2.023 -2.929 -2.594
H: -1.554 -1.723 -1.768
O: 0.709 -0.812 2.578
H: 0.125 -0.321 3.167
H: 1.421 -0.176 2.352
O: 2.148 1.433 1.957
H: 2.882 1.872 1.522
H: 1.353 1.955 1.765
O: -2.456 1.423 -1.331
H: -2.109 2.279 -1.602
H: -2.167 0.799 -2.018
O: -0.153 -3.516 2.625
H: 0.177 -2.603 2.555
H: -0.519 -3.581 3.511
O: 0.448 3.282 -0.971
H: 1.020 3.974 -0.621
H: 0.231 3.574 -1.863
O: -0.497 2.174 1.466
H: -0.355 2.608 0.606
H: -1.452 2.276 1.634
O: 0.051 -0.213 -0.159
H: 0.279 -0.245 0.787
H: -0.502 0.572 -0.238
O: 3.014 -1.900 1.050
H: 2.127 -1.944 1.416
H: 2.987 -2.560 0.348
O: -3.287 2.223 1.346
H: -4.213 2.052 1.534
H: -3.118 1.766 0.500

Summary:
Kohn-Sham gap, eV: 10.13
LUMO, eV: -0.2

*C*
Below is 13 unconnected molecules or ions with the total composition H26O13, with properties calculated with ωB97M-V/def2-TZVPD.

Geometry (Å):
H: 0.264 0.562 -0.064
H: 1.678 1.121 -0.034
H: 4.543 -0.953 -1.074
H: 3.997 -2.309 -0.659
H: -5.143 1.281 -1.322
H: -3.950 0.343 -1.394
H: 3.291 2.372 1.522
H: 4.553 1.700 1.006
H: -4.277 0.722 0.225
H: -3.355 1.759 0.845
H: 4.481 3.151 -0.846
H: 3.036 3.374 -1.260
H: -2.065 1.969 1.832
H: -1.069 2.708 0.954
H: -1.720 0.428 -2.378
H: -2.715 -0.556 -2.972
H: -0.339 -2.995 2.048
H: -1.244 -3.089 0.830
H: 0.489 -0.862 -2.257
H: 1.657 -1.681 -2.780
H: -2.546 -0.892 0.341
H: -1.104 -1.330 0.146
H: 1.661 -4.265 0.816
H: 1.567 -3.172 1.867
H: -0.878 0.073 2.367
H: -2.078 -0.322 3.212
O: 1.151 0.405 -0.407
O: 4.807 -1.870 -0.940
O: -4.767 0.570 -1.852
O: 4.121 2.559 1.069
O: -3.526 1.290 0.020
O: 3.849 3.848 -1.052
O: -1.833 2.852 1.523
O: -1.826 -0.503 -2.604
O: -0.647 -2.487 1.289
O: 1.421 -1.044 -2.096
O: -2.012 -1.631 0.029
O: 2.178 -3.570 1.238
O: -1.650 0.443 2.811

Summary:
Kohn-Sham gap, eV: 10.05
LUMO, eV: -0.6

*D*
Below is 13 unconnected molecules or ions with the total composition H26O13, with properties calculated with ωB97M-V/def2-TZVPD.

Geometry (Å):
H: -0.552 -0.224 -0.549
H: 0.484 -0.895 0.446
H: 2.575 -0.901 -4.088
H: 2.456 -0.381 -2.575
H: 0.523 1.687 -1.218
H: 1.291 1.010 -2.309
H: -1.232 3.038 2.230
H: -1.566 4.032 3.198
H: -3.915 0.417 -0.852
H: -4.621 1.611 -0.557
H: 0.225 -4.000 0.685
H: -0.320 -5.226 1.210
H: 1.933 2.899 -2.083
H: 2.738 4.097 -1.717
H: 4.636 -3.850 0.261
H: 4.431 -2.348 -0.047
H: -3.022 -0.739 0.261
H: -3.863 -2.111 -0.086
H: 0.988 2.673 -4.113
H: 1.251 1.295 -4.236
H: -0.944 -2.113 2.874
H: -1.502 -0.891 2.448
H: -3.343 2.031 2.095
H: -3.706 2.155 3.509
H: 1.904 -1.184 2.976
H: 2.268 -2.313 2.039
O: -0.309 -0.989 0.006
O: 2.974 -0.342 -3.439
O: 0.809 0.826 -1.439
O: -1.032 3.959 2.430
O: -3.892 1.158 -0.273
O: 0.090 -4.377 1.559
O: 2.814 3.286 -2.199
O: 4.989 -2.907 0.496
O: -3.070 -1.520 -0.297
O: 0.663 1.977 -4.617
O: -1.761 -1.691 2.902
O: -3.058 2.417 2.948
O: 1.665 -1.566 2.121

Summary:
Kohn-Sham gap, eV: 10.55
LUMO, eV: -0.1

The relative energies come out as *A* 51.3; *B* 0.0; *C* 105.6; *D* 79.4, with values in kcal/mol.

*A*
Below is 13 unconnected molecules or ions with the total composition H26O13, with properties calculated with ωB97M-V/def2-TZVPD.

Geometry (Å):
H: -0.191 0.641 -1.243
H: -0.059 -0.264 -0.003
H: -0.734 -2.668 -3.232
H: -0.703 -1.275 -2.806
H: 2.558 -2.598 1.072
H: 3.323 -1.199 0.865
H: 0.101 -2.138 0.099
H: -0.681 -3.282 0.085
H: -3.240 2.632 1.763
H: -2.706 1.626 0.567
H: -0.622 1.132 -5.335
H: 0.322 1.263 -4.275
H: -0.191 -4.107 1.810
H: -0.715 -4.821 3.069
H: 0.048 -2.597 3.333
H: -0.827 -2.654 4.636
H: -2.880 -1.200 -4.267
H: -3.510 -1.932 -3.151
H: 3.721 1.353 -0.084
H: 4.454 0.346 0.654
H: -2.056 4.978 -0.951
H: -1.696 3.502 -1.592
H: 2.571 4.141 0.805
H: 2.953 3.808 -0.523
H: -0.564 3.019 2.449
H: 0.222 4.125 3.181
O: -0.466 0.535 -0.318
O: -0.103 -2.115 -2.736
O: 3.016 -1.884 1.544
O: 0.256 -3.019 -0.037
O: -3.521 2.050 0.956
O: -0.612 1.340 -4.362
O: -0.082 -4.848 2.320
O: -0.008 -2.916 4.190
O: -3.015 -1.159 -3.298
O: 3.547 0.557 0.313
O: -1.417 4.249 -1.006
O: 2.212 3.665 0.108
O: 0.331 3.315 2.711

Summary:
Kohn-Sham gap, eV: 10.46
LUMO, eV: -0.1

*B*
Below is 13 unconnected molecules or ions with the total composition H26O13, with properties calculated with ωB97M-V/def2-TZVPD.

Geometry (Å):
H: 0.903 -0.220 -0.427
H: -0.181 -1.284 -0.485
H: 2.018 0.293 -2.058
H: 2.937 -0.801 -1.540
H: -4.520 -2.617 -2.296
H: -3.505 -3.701 -1.973
H: 6.008 -1.194 -1.989
H: 4.657 -0.751 -2.525
H: -0.835 -3.164 1.146
H: 0.488 -2.983 0.420
H: -3.132 0.192 0.766
H: -3.501 -0.938 1.714
H: -1.448 0.752 -0.364
H: -2.184 1.284 -1.583
H: 2.959 -1.114 1.433
H: 3.381 0.057 0.561
H: -3.789 2.290 -1.345
H: -2.562 3.057 -0.881
H: -0.839 3.167 -0.716
H: -1.427 4.436 -1.310
H: -0.851 -2.024 3.562
H: -1.908 -1.320 4.397
H: 1.693 -0.308 2.869
H: 0.697 0.248 1.864
H: 1.877 3.122 0.693
H: 3.103 3.991 0.917
O: -0.051 -0.329 -0.514
O: 2.795 -0.224 -2.299
O: -4.054 -3.363 -2.690
O: 5.087 -1.471 -2.050
O: -0.150 -2.510 0.967
O: -3.304 -0.756 0.787
O: -1.886 0.464 -1.174
O: 3.608 -0.857 0.769
O: -3.521 3.124 -0.944
O: -0.967 4.104 -0.531
O: -1.480 -1.295 3.533
O: 1.212 -0.541 2.067
O: 2.675 3.185 1.229

Summary:
Kohn-Sham gap, eV: 10.31
LUMO, eV: -0.3

The relative energies come out as *A* 11.1; *B* 0.0, with values in kcal/mol.

*A*
Below is 13 unconnected molecules or ions with the total composition H26O13, with properties calculated with ωB97M-V/def2-TZVPD.

Geometry (Å):
O: 2.959 -0.558 1.048
H: 3.364 -0.921 1.841
H: 2.159 -1.126 0.904
O: -3.590 0.184 0.345
H: -3.650 -0.649 0.825
H: -3.010 -0.007 -0.403
O: -2.836 -0.535 -2.408
H: -3.527 -0.809 -3.022
H: -2.311 0.109 -2.896
O: 2.666 -0.426 -1.830
H: 3.561 -0.209 -2.112
H: 2.782 -0.817 -0.946
O: 0.809 -2.332 -2.787
H: 0.334 -1.787 -3.422
H: 1.545 -1.774 -2.472
O: -0.632 0.220 -0.106
H: -0.677 1.195 -0.116
H: -0.124 -0.015 -0.893
O: 0.878 -2.262 0.671
H: 0.078 -1.803 0.996
H: 0.829 -3.136 1.073
O: -1.053 -0.943 2.396
H: -1.290 -0.492 1.569
H: -0.295 -0.429 2.748
O: -1.233 3.053 -0.540
H: -1.961 3.672 -0.675
H: -0.752 3.054 -1.376
O: -1.702 -3.009 -1.672
H: -0.734 -2.969 -1.756
H: -1.982 -2.078 -1.709
O: 1.229 0.391 3.392
H: 2.074 -0.039 3.536
H: 1.263 0.699 2.467
O: -0.430 3.667 2.105
H: 0.209 3.017 1.794
H: -0.922 3.921 1.318
O: 1.696 1.937 0.958
H: 2.022 2.765 0.586
H: 2.252 1.240 0.570

Summary:
Kohn-Sham gap, eV: 9.78
LUMO, eV: -0.4

*B*
Below is 13 unconnected molecules or ions with the total composition H26O13, with properties calculated with ωB97M-V/def2-TZVPD.

Geometry (Å):
H: -0.343 0.550 -0.169
H: 0.931 -0.279 -0.166
H: 1.509 1.211 3.133
H: 1.719 2.714 3.064
H: 4.823 0.562 -1.587
H: 3.555 0.611 -2.424
H: -2.494 2.458 -0.793
H: -3.596 2.314 0.243
H: 3.781 -1.780 2.675
H: 2.658 -2.127 1.711
H: -1.225 -1.808 2.255
H: -0.649 -0.700 1.388
H: -1.428 -2.683 0.497
H: -1.231 -2.831 -1.003
H: 0.626 3.510 -0.058
H: 0.238 3.640 1.405
H: -3.449 -0.543 0.444
H: -4.958 -0.612 0.617
H: -5.672 -1.040 -0.857
H: -4.536 -0.227 -1.458
H: 1.672 -2.142 0.103
H: 0.647 -3.213 0.436
H: 2.483 -2.457 -2.265
H: 3.255 -1.425 -3.070
H: 1.625 3.072 -2.709
H: 1.565 2.548 -1.284
O: 0.197 -0.015 -0.733
O: 1.483 2.007 3.675
O: 4.012 1.069 -1.709
O: -3.374 2.086 -0.666
O: 3.529 -2.421 2.001
O: -1.274 -0.857 2.105
O: -1.663 -2.276 -0.344
O: 0.920 3.276 0.829
O: -4.142 -0.472 1.111
O: -5.498 -0.288 -1.434
O: 0.897 -2.590 -0.255
O: 2.397 -1.581 -2.659
O: 1.009 2.738 -2.048

Summary:
Kohn-Sham gap, eV: 10.19
LUMO, eV: -0.5

The relative energies come out as *A* 0.0; *B* 61.3, with values in kcal/mol.

*A*
Below is a molecular structure, C3H6N2S2, with properties calculated with ωB97M-V/def2-TZVPD.

Geometry (Å):
C: 0.736 -0.578 0.108
C: -1.833 -0.199 0.471
C: -1.387 0.858 -0.267
H: 3.665 -0.568 -0.150
H: 2.528 0.561 -0.731
H: -1.821 -0.242 1.592
H: -2.948 -0.594 0.396
H: -1.958 1.784 -0.294
H: -1.330 0.556 -1.402
N: 2.874 -0.046 0.165
N: 1.870 -1.063 0.121
S: -0.728 -1.511 -0.124
S: 0.332 1.042 0.115

Summary:
Kohn-Sham gap, eV: 9.02
LUMO, eV: 0.6

*B*
Below is a molecular structure, C3H6N2S2, with properties calculated with ωB97M-V/def2-TZVPD.

Geometry (Å):
C: -0.730 -0.721 0.068
C: -0.256 0.698 0.622
C: 2.090 2.998 -0.067
H: 1.449 -1.079 0.409
H: -0.532 0.701 1.653
H: -1.064 1.417 0.476
H: 1.136 1.556 1.612
H: 2.347 3.460 0.848
H: 2.359 3.670 -0.912
N: 1.086 1.164 0.678
N: 1.427 1.935 -0.372
S: 0.435 -1.840 -0.279
S: -2.304 -1.239 -0.344

Summary:
Kohn-Sham gap, eV: 8.33
LUMO, eV: -0.2

*C*
Below is a single C3H6N2S2 molecule, with properties calculated with ωB97M-V/def2-TZVPD.

Geometry (Å):
H: 1.253 -1.093 -1.048
N: 1.981 -0.545 -0.609
C: 1.493 0.442 0.011
N: 0.085 0.879 0.087
S: -0.144 2.580 0.126
C: -0.985 -0.022 0.035
C: -0.732 -1.425 0.445
S: -2.479 0.443 -0.331
H: 2.106 1.126 0.571
H: -0.545 2.832 -1.150
H: -1.522 -1.762 1.184
H: -0.619 -2.052 -0.464
H: 0.107 -1.403 1.143

Summary:
Kohn-Sham gap, eV: 8.60
LUMO, eV: 0.0
SMILES: [H]/N=C\N(S)C(C)=S

The relative energies come out as *A* 25.6; *B* 41.2; *C* 0.0, with values in kcal/mol.

*A*
Below is a single C3H6N2S2 molecule, with properties calculated with ωB97M-V/def2-TZVPD.

Geometry (Å):
H: 0.680 -1.985 -0.763
N: 1.371 -1.316 -0.253
C: 0.961 -0.121 0.113
C: 1.868 0.647 0.822
S: 1.746 1.612 2.180
N: -0.401 0.226 -0.045
C: -1.306 -0.580 -0.736
S: -0.979 1.939 -0.129
H: 2.857 0.353 0.609
H: -2.386 -0.407 -0.389
H: -0.997 -1.626 -0.537
H: -1.428 -0.500 -1.946
H: -1.988 1.758 1.073

Summary:
Kohn-Sham gap, eV: 7.61
LUMO, eV: -1.3
SMILES: [H]/N=C(/C=S)N(C)S

*B*
Below is a single C3H6N2S2 molecule, with properties calculated with ωB97M-V/def2-TZVPD.

Geometry (Å):
H: -0.106 2.856 -0.706
N: 0.227 1.865 -0.766
C: -0.579 1.133 -0.086
N: -1.654 1.517 0.640
C: -0.285 -0.369 -0.048
S: -1.524 -1.444 -0.130
S: 1.324 -0.973 0.015
C: 2.463 0.405 0.312
H: -2.005 2.434 0.422
H: -2.351 0.786 0.800
H: 3.407 -0.069 0.539
H: 2.538 0.998 -0.601
H: 2.104 0.981 1.182

Summary:
Kohn-Sham gap, eV: 8.28
LUMO, eV: -0.5
SMILES: [H]/N=C(\N)C(=S)SC

The relative energies come out as *A* 69.8; *B* 0.0, with values in kcal/mol.

*A*
Below is a single C4H10ClN molecule, with properties calculated with ωB97M-V/def2-TZVPD.

Geometry (Å):
C: -1.219 -1.597 -0.144
C: -0.779 -0.385 0.690
N: 0.017 0.579 -0.385
C: 0.217 1.825 0.368
C: 1.188 -0.040 -0.940
Cl: 2.541 -0.401 0.298
H: -0.225 -2.028 -0.405
H: -1.799 -2.236 0.391
H: -1.686 -1.428 -1.124
H: -1.408 0.299 1.117
H: -0.022 -0.688 1.309
H: 0.839 1.585 1.271
H: 0.682 2.616 -0.363
H: -0.864 2.263 0.764
H: 0.888 -1.031 -1.210
H: 1.629 0.667 -1.637

Summary:
Kohn-Sham gap, eV: 10.13
LUMO, eV: 1.0
SMILES: CCN(C)CCl

*B*
Below is a single C4H10ClN molecule, with properties calculated with ωB97M-V/def2-TZVPD.

Geometry (Å):
C: 0.860 1.315 0.280
C: 0.442 0.003 -0.451
N: 1.557 -0.682 -0.901
C: -0.430 -0.939 0.246
C: -1.722 -0.402 0.736
Cl: -2.585 0.263 -0.757
H: 1.230 1.023 1.254
H: -0.111 1.976 0.309
H: 1.588 1.864 -0.422
H: -0.198 0.461 -1.226
H: 2.398 -0.430 -0.220
H: 1.766 -0.386 -1.781
H: -0.704 -1.665 -0.526
H: -0.002 -1.542 1.016
H: -1.709 0.334 1.523
H: -2.380 -1.193 0.921

Summary:
Kohn-Sham gap, eV: 10.34
LUMO, eV: 1.0
SMILES: C[C@@H](N)CCCl

The relative energies come out as *A* 14.8; *B* 0.0, with values in kcal/mol.